119
Properties=species:S:1:pos:R:3 method="wB97M-V/def2-TZVPD" homo_ev=-9.03 charge=0 smiles="COCCCCCc1cccc2nc(-c3ccncc3)cnc12.CCOC(=O)OC.CCOC(=O)OC.CCOC(=O)OC.CCOC(=O)OC.CCOC(=O)OC" homo_lumo_gap_ev=8.42 multiplicity=1
C -5.72264 -1.68632 2.27343
O -5.67227 -1.94394 0.88719
C -6.25804 -0.92641 0.09550
C -5.33854 0.26687 -0.09041
C -4.00389 -0.12989 -0.75272
C -3.50840 0.91538 -1.76750
C -2.01593 1.27223 -1.65826
C -1.45315 1.40659 -0.26101
C -0.29242 0.75933 0.01035
C 0.34143 0.84241 1.27050
C -0.23698 1.59618 2.25848
C -1.43778 2.27856 2.02295
N -1.97274 3.02558 3.03398
C -3.07540 3.66500 2.76049
C -3.67825 4.48842 3.83776
C -4.70577 5.40731 3.63153
C -5.16908 6.13678 4.71649
N -4.72761 6.03000 5.96493
C -3.74424 5.14942 6.15913
C -3.20492 4.38740 5.13747
C -3.67785 3.58987 1.47605
N -3.19955 2.89349 0.48949
C -2.05238 2.19858 0.75893
H -4.81709 -2.07910 2.72500
H -6.60853 -2.14891 2.70956
H -5.76589 -0.62146 2.50432
H -7.17512 -0.57130 0.58405
H -6.54783 -1.33857 -0.86545
H -5.87546 0.96564 -0.73190
H -5.18544 0.78283 0.85349
H -4.21284 -1.05789 -1.27868
H -3.25467 -0.34983 0.00156
H -4.08349 1.83057 -1.72591
H -3.65848 0.50818 -2.76647
H -1.41464 0.53919 -2.18606
H -1.84309 2.22287 -2.16637
H 0.16345 0.17320 -0.77202
H 1.27072 0.31337 1.41785
H 0.23473 1.67647 3.22425
H -5.13579 5.56222 2.65884
H -5.95362 6.86191 4.54228
H -3.35243 5.02497 7.15632
H -2.39714 3.70495 5.35177
H -4.59397 4.13034 1.29878
C -1.95113 -5.55148 -4.82043
C -1.13862 -4.51300 -4.07932
O -1.92113 -3.82207 -3.09280
C -2.16903 -4.50318 -1.97501
O -1.78462 -5.61522 -1.71911
O -2.91136 -3.73480 -1.18124
C -3.30630 -4.35184 0.04798
H -2.84649 -5.10397 -5.25444
H -1.35627 -5.99893 -5.61655
H -2.27475 -6.34553 -4.14910
H -0.80013 -3.73880 -4.76532
H -0.25754 -4.95373 -3.61290
H -2.44228 -4.73214 0.58899
H -4.01179 -5.15825 -0.14591
H -3.79910 -3.58213 0.63473
C 2.55614 -9.80856 -7.57754
C 3.34140 -8.80485 -6.76046
O 2.51991 -8.14457 -5.78605
C 2.23647 -8.86082 -4.69838
O 2.63311 -9.96991 -4.45456
O 1.45768 -8.12092 -3.90997
C 1.02309 -8.78239 -2.71825
H 1.69126 -9.32959 -8.03856
H 3.18490 -10.22859 -8.36247
H 2.19393 -10.62482 -6.95472
H 3.71377 -8.00822 -7.40174
H 4.19715 -9.26702 -6.26889
H 1.86992 -9.17753 -2.16197
H 0.32901 -9.58418 -2.96478
H 0.50968 -8.03663 -2.11752
C 6.80373 -0.59691 3.84097
C 5.78353 -1.59033 4.35575
O 4.56221 -1.54329 3.59966
C 4.59891 -2.13028 2.40498
O 5.53128 -2.71686 1.92517
O 3.40024 -1.97348 1.83601
C 3.29897 -2.52030 0.51824
H 6.38097 0.40918 3.81985
H 7.68270 -0.59429 4.48515
H 7.12062 -0.84697 2.82977
H 5.49422 -1.33678 5.37388
H 6.17422 -2.60743 4.36116
H 3.59230 -3.56720 0.50721
H 3.91865 -1.95200 -0.17375
H 2.25534 -2.43232 0.22910
C 5.07232 6.69510 4.78028
C 4.89697 6.21695 3.35481
O 5.06361 4.79502 3.24056
C 4.02937 4.06487 3.65096
O 2.97622 4.48343 4.05419
O 4.33785 2.77787 3.47933
C 3.31846 1.87078 3.90532
H 6.03618 6.36994 5.17433
H 5.02563 7.78320 4.81989
H 4.29380 6.29483 5.42778
H 5.66961 6.64311 2.71793
H 3.92892 6.50829 2.94796
H 2.36794 2.10860 3.43548
H 3.22046 1.89813 4.98992
H 3.63392 0.87616 3.59980
C 1.77650 7.12918 -4.78356
C 0.35506 6.70343 -4.48340
O 0.30390 5.43657 -3.81134
C 0.60620 5.46559 -2.51370
O 0.86353 6.44614 -1.86604
O 0.52000 4.22178 -2.04367
C 0.84445 4.08683 -0.65625
H 2.29419 6.35273 -5.34838
H 1.77811 8.04907 -5.36815
H 2.33598 7.30480 -3.86617
H -0.19518 6.55335 -5.41035
H -0.17471 7.45373 -3.89678
H 0.25258 4.76639 -0.04493
H 1.90571 4.27273 -0.49836
H 0.59065 3.07180 -0.37429

=====

47
Properties=species:S:1:pos:R:3 method="wB97M-V/def2-TZVPD" homo_ev=-11.58 charge=+1 homo_lumo_gap_ev=7.39 multiplicity=1
C 5.77621 -2.69480 -0.04963
C 5.23759 -1.80709 -0.87463
C 4.36971 -0.68878 -0.39640
O 3.26388 -0.89484 0.04328
O 4.91408 0.53433 -0.51950
C 4.05115 1.65140 -0.26318
C 3.25265 2.07637 -1.49667
C 1.84605 1.48563 -1.57824
C 0.87261 2.07332 -0.55367
C -0.40789 1.22137 -0.48829
C -1.65383 2.00405 -0.07833
O -2.08975 1.72608 1.29050
P -2.94597 0.45018 1.61797
O -4.38842 0.64582 1.68568
O -2.31750 0.17345 3.10760
O -2.45803 -0.80107 0.81883
C -3.08624 -1.14091 -0.45208
C -3.22892 -2.64524 -0.52873
C -3.82825 -3.05709 -1.85896
O -3.97694 -4.46478 -1.83810
H 6.05019 -2.41878 0.96265
H 5.95980 -3.71820 -0.35058
H 5.43002 -1.81710 -1.94344
H 3.41845 1.46280 0.60349
H 4.72194 2.46316 0.01242
H 3.20133 3.16619 -1.53038
H 3.81925 1.73154 -2.36423
H 1.86655 0.40628 -1.42483
H 1.42358 1.67654 -2.56920
H 0.63763 3.11171 -0.80134
H 1.33752 2.05409 0.43607
H -0.24010 0.40915 0.21790
H -0.58148 0.80713 -1.48416
H -2.49851 1.86258 -0.75437
H -1.44366 3.07118 -0.07999
H -2.82513 -0.53522 3.53000
H -2.42559 -0.78701 -1.24565
H -4.05004 -0.64029 -0.55367
H -3.85629 -2.97952 0.29952
H -2.24450 -3.09821 -0.40210
H -4.79301 -2.55816 -2.00556
H -3.14345 -2.76094 -2.66243
H -4.26038 -4.75566 -2.70902
O -2.21351 2.20673 4.74019
H -1.44331 2.27353 5.33392
H -3.01343 1.91564 5.21572
H -2.03604 1.60343 3.94160

=====

13
Properties=species:S:1:pos:R:3 method="wB97M-V/def2-TZVPD" homo_ev=-5.20 charge=-1 homo_lumo_gap_ev=8.39 multiplicity=1
C -1.76833 -0.15283 0.18202
C -0.05190 0.39747 -0.45494
O 2.30530 0.56089 0.53193
O 1.45843 -1.70902 0.26045
O 0.69088 -0.36524 2.09941
S 0.29003 -0.28198 -2.07620
S -0.03692 2.19044 -0.30215
S 1.21364 -0.36736 0.70338
H -1.53456 -0.16445 1.32786
H -1.90907 -1.09017 -0.42734
H -2.58481 0.54943 -0.09062
H 0.73505 -1.54775 -1.81931
H 1.19226 1.98057 0.06552

=====

26
Properties=species:S:1:pos:R:3 method="wB97M-V/def2-TZVPD" homo_ev="-3.77 / -3.63" charge=-1 homo_lumo_gap_ev="6.62 / 6.48" multiplicity=7 s2=12.0233
C -0.38840 1.07168 -2.58729
C 1.03177 1.21416 -2.34645
C 1.20675 2.04946 -1.17828
C -0.10545 2.41879 -0.69263
C -1.09286 1.81069 -1.56081
Eu 0.09559 0.06715 -0.41050
N -1.32923 -1.35376 -0.46629
C -0.30762 -2.34235 -0.97926
C 1.09789 -1.70900 -1.18566
H 2.14325 2.30825 -0.72424
H 1.81815 0.76006 -2.91785
H -0.31325 2.99791 0.18589
H -2.15744 1.86813 -1.44173
H -0.84155 0.47492 -3.35507
H 1.44150 -1.74863 -2.20509
H -0.26035 -3.16988 -0.25658
H -2.24150 -1.59104 -0.45571
H 1.83395 -2.03747 -0.45532
H -0.68510 -2.72026 -1.93908
Cl -0.64345 1.06161 5.23354
C -0.09848 -0.21650 4.13583
Cl 1.59871 -0.60540 4.48124
Cl -1.10016 -1.66304 4.36807
C -0.22120 0.26212 2.62837
O -0.65395 1.37927 2.37651
O 0.17245 -0.58687 1.74839

=====

17
Properties=species:S:1:pos:R:3 method="wB97M-V/def2-TZVPD" homo_ev=-8.24 charge=0 smiles=C1CCNC1.O homo_lumo_gap_ev=9.07 multiplicity=1
C -0.16169 0.83283 1.86258
C -0.87145 0.35531 0.61166
C 0.17696 -0.54310 -0.03660
N 1.45950 0.04960 0.32483
C 1.25572 1.09920 1.33672
H -0.54795 1.77699 2.25476
H -0.13013 0.10316 2.67138
H -1.05749 1.21310 -0.03229
H -1.81318 -0.16070 0.78185
H 0.03313 -0.60767 -1.11474
H 0.11966 -1.54545 0.38862
H 2.05781 0.32473 -0.43302
H 1.26240 2.07795 0.84097
H 2.00685 1.06084 2.11761
O -1.30865 -1.63635 -3.73605
H -1.11676 -2.42300 -3.20368
H -1.36471 -1.97743 -4.63460

=====

120
Properties=species:S:1:pos:R:3 method="wB97M-V/def2-TZVPD" homo_ev=-10.35 charge=0 homo_lumo_gap_ev=9.59 multiplicity=1
H 0.81426 -3.50991 -4.93794
H 0.36155 -3.06084 -3.62560
O 0.60310 -3.83834 -4.09528
H 0.35284 3.21642 4.26154
H -0.80322 2.22473 4.96540
O -0.54337 3.12103 4.71352
H -1.11756 0.74563 -4.46300
H -2.09216 1.82684 -4.11098
O -1.50348 1.47421 -4.98692
H -2.35837 3.42193 2.48494
H -2.55445 2.54969 1.08943
O -2.71924 2.83962 2.02678
H 1.56841 -1.53810 4.55223
H 1.50455 -0.32542 4.11686
O 1.14790 -0.64872 4.89419
H -2.76249 1.61465 4.09033
O -2.33656 0.77524 4.07375
H 3.83086 2.17352 4.41378
O 3.96700 1.39684 3.75868
H -0.59658 -1.46885 3.65156
H 0.28720 -2.63839 2.97317
O -0.60708 -2.42853 3.39276
H 5.41759 1.52766 1.79712
H 6.01959 0.64037 2.83795
O 6.23801 1.35027 2.24892
H -1.56378 -1.73480 -5.60190
H -1.69429 -2.19748 -4.27386
O -2.17289 -2.14631 -5.04503
H 1.23664 4.05618 2.29964
H 1.08445 5.43763 2.82237
O 1.48176 4.67915 2.79059
H -2.00888 3.48532 -0.63537
O -1.60544 2.63050 -0.96882
H -5.40318 -1.57863 -0.38603
H -4.44960 -2.29487 0.62101
O -4.51520 -1.93371 -0.26471
H 2.63962 -3.53275 -4.09602
H 3.61119 -2.67775 -4.75615
O 3.42205 -3.16337 -3.86786
H -5.12248 0.06738 -1.97627
H -6.34199 -0.78128 -1.82097
O -5.73967 -0.31004 -1.40512
H 4.06098 1.92761 -2.83333
H 4.22080 3.47223 -2.17222
O 3.95561 2.54778 -1.97743
H -0.68044 0.30756 1.18784
H -1.38394 -0.97996 0.92143
O -1.09460 -0.47826 1.61841
H 2.49946 4.69579 -0.77840
H 1.99724 4.76493 0.72280
O 1.67080 4.68706 -0.23199
H 1.13101 -0.49334 0.02294
O 1.02145 -1.29739 -0.46889
H 2.22235 1.70371 2.43397
H 1.53308 1.55004 3.86299
O 1.30173 1.65296 2.83863
H 1.35294 3.96468 -2.76439
O 1.15274 4.58451 -3.44490
H -4.96686 -1.02300 3.60480
H -5.80100 -0.18973 2.65304
O -5.15491 -0.17782 3.33839
H 3.60658 -0.09256 1.12959
H 2.33620 -0.63924 1.48951
O 3.24332 -0.66082 1.78902
H -3.05146 -4.81575 2.23992
H -2.30444 -5.94216 2.96341
O -2.30919 -4.98596 2.61002
H 3.76026 -4.40751 2.97651
H 3.35017 -3.25409 2.11308
O 3.96002 -3.46811 2.95078
H 0.90157 1.48838 -1.13178
H 2.07228 1.13208 -0.48714
O 1.14196 1.19288 -0.25654
H 2.52845 -0.07262 -4.83054
H 1.18764 -0.06721 -4.45717
O 1.81541 -0.60121 -4.98099
H 4.18057 3.18779 1.13132
H 4.26513 4.51392 1.59029
O 3.70531 4.03768 1.03794
H -3.04309 -1.44734 2.54620
H -2.21681 -2.57867 3.10133
O -3.21803 -2.44625 2.73880
H -2.60367 -2.99066 -2.67532
H -2.56762 -4.40976 -3.09585
O -1.91785 -3.62897 -2.82263
H -0.92500 -0.75510 -2.06601
H -2.24486 -0.50000 -2.58342
O -1.33348 -0.13241 -2.74898
H 0.40953 -5.42091 2.22704
O 0.65791 -5.13021 1.41715
H 6.00232 1.84541 -0.81684
H 6.09096 0.36284 -0.00382
O 5.54992 1.10539 -0.26529
H 1.66625 -1.30622 -1.15195
H -2.05920 0.87310 3.14025
H 0.43524 5.05429 -2.87364
H 3.46819 1.65851 3.04448
H -0.65578 2.60863 -1.00032
H 0.11149 -5.16183 0.64302
O -4.88690 1.54694 0.22854
H -4.76911 2.43767 0.29954
H -4.77254 1.29779 1.14852
O -2.61246 -0.16150 -0.88490
H -3.34204 -0.27022 -0.21889
H -2.31563 0.77340 -0.76071
O 1.00020 1.91750 -4.35505
H 0.72432 2.62336 -5.01960
H 0.18798 1.93387 -3.67769
O -4.04373 -3.97733 -1.72835
H -4.87367 -4.32466 -1.36010
H -3.71960 -3.35004 -1.17645
O -1.41691 -4.51371 0.00748
H -1.83020 -4.82209 -0.64436
H -1.77066 -3.94925 0.76873
O 3.45838 -1.00822 -2.04239
H 4.06540 -1.50442 -1.29225
H 3.30653 -1.72389 -2.68372
O -0.88751 5.20706 -1.50173
H -0.11946 5.47824 -0.98144
H -0.52624 4.31176 -1.76293

=====

21
Properties=species:S:1:pos:R:3 method="wB97M-V/def2-TZVPD" homo_ev=-7.89 charge=0 homo_lumo_gap_ev=8.23 multiplicity=1
C -0.00789 0.18443 1.43478
C 0.87158 -0.76973 1.16915
C -0.27708 1.25896 0.41488
C 2.78626 1.23016 -0.08474
C 1.52260 -0.99166 -0.15528
C 2.86194 -0.31846 0.01106
C -1.46302 1.18018 -0.58565
C -2.54599 0.09826 -0.68284
N -1.34275 2.10394 0.61143
S 1.44317 2.01205 -0.11408
H -0.35715 0.40368 2.42209
H 0.80003 -1.54665 1.90751
H 1.59773 -2.10736 -0.33772
H 0.82940 -0.49690 -1.02940
H 3.50503 -0.64720 -0.76630
H 3.29822 -0.68573 0.90713
H -1.18957 1.84894 -1.43449
H -2.32070 -0.91693 -0.58038
H -3.13591 0.25814 -1.61538
H -3.31052 0.37685 0.02038
H -1.19463 3.04654 0.46120

=====

68
Properties=species:S:1:pos:R:3 method="wB97M-V/def2-TZVPD" homo_ev=-5.59 charge=-1 homo_lumo_gap_ev=8.00 multiplicity=1
Cl -0.65606 0.34319 0.99235
N 5.09894 -1.31281 -1.90165
C 5.02094 -1.70081 -0.60665
C 3.80294 -1.61581 0.10135
C 2.78094 -0.73481 -0.37565
C 2.87894 -0.32781 -1.75465
C 3.98194 -0.73081 -2.44065
H 5.94094 -2.13981 -0.22665
H 3.80194 -1.75781 1.07635
H 2.16294 -0.44081 0.34535
H 2.12994 0.07419 -2.28765
H 4.04694 -0.47981 -3.57065
C -2.50106 -3.07881 -4.50565
C -2.29806 -1.77381 -3.83765
C -1.55206 -1.49981 -2.76765
C -1.04106 -2.62881 -2.10665
C -1.21906 -3.87981 -2.60465
C -1.98306 -4.19381 -3.83765
O -2.09406 -5.38681 -4.39165
O -1.14306 -0.22481 -2.37365
H -3.35006 -2.90381 -5.09365
H -2.69806 -0.78281 -4.30565
H -0.10606 -2.50981 -1.59165
H -0.97506 -4.86181 -2.22465
H -2.17806 -6.07181 -3.87365
H -0.90106 -0.18281 -1.40265
C 3.34494 3.12119 -1.55065
C 2.09494 2.72319 -0.76465
C 2.15494 2.83619 0.62335
C 3.45894 3.23119 1.22235
C 4.65494 3.29119 0.42535
C 4.67494 3.21119 -0.93665
O 5.86494 3.14019 -1.58365
O 1.15294 2.85419 1.51735
H 3.35394 3.21919 -2.52865
H 1.16494 2.31419 -1.29765
H 3.45494 3.62119 2.15835
H 5.67394 3.38219 1.02035
H 5.82594 3.05319 -2.55865
H 0.50794 2.19319 1.22235
C 0.83494 -3.83781 3.70635
C -0.01506 -5.07381 4.29735
C -1.37106 -5.00181 4.08535
C -2.01506 -4.08081 3.48335
C -1.32106 -2.85981 2.95935
C 0.13294 -2.79381 3.10235
O 0.80794 -1.86481 2.34835
O -2.11406 -6.09581 4.68835
H 1.92894 -4.03781 3.87035
H 0.63694 -5.72781 4.93035
H -3.03906 -4.14081 3.36935
H -1.92806 -2.38881 2.46435
H 0.48994 -1.25981 1.53835
H -1.82606 -6.45581 5.52335
C -5.30406 5.11819 1.02835
C -4.99306 3.66519 0.98635
C -3.74006 3.10719 0.70135
C -2.78006 4.12319 0.47335
C -3.07006 5.54419 0.36935
C -4.33506 6.02919 0.63635
O -4.62806 7.34419 0.41935
O -3.38406 1.83519 0.94535
H -6.40506 5.27319 1.06135
H -5.72606 2.98719 1.36335
H -1.81506 3.91019 0.09935
H -2.43806 6.25919 -0.08065
H -4.54306 7.43419 -0.47365
H -2.37506 1.60019 0.70035

=====

18
Properties=species:S:1:pos:R:3 method="wB97M-V/def2-TZVPD" homo_ev=-9.34 charge=0 smiles=C[C@@H](O)[C@@H](N)CO homo_lumo_gap_ev=10.15 multiplicity=1
C 0.06221 -0.85467 -1.85243
C -0.71108 -0.69295 -0.54694
O -0.37177 -1.77197 0.36428
C -0.36805 0.65304 0.15922
N -1.46865 1.01794 1.07343
C 0.91509 0.48416 0.93490
O 1.58055 1.77154 1.06810
H 0.74590 -1.65682 -2.08198
H -0.78525 -0.65439 -2.51936
H 0.64476 0.01242 -2.17546
H -1.79765 -0.75615 -0.62193
H -0.45213 -2.55570 -0.16901
H -0.31533 1.39218 -0.63547
H -1.11295 1.80569 1.60430
H -1.64381 0.22455 1.67484
H 1.66617 -0.26232 0.62743
H 0.87956 0.16835 1.99868
H 2.53245 1.67509 1.09741